A single C2HBrFN molecule. Source: the OMol25 dataset; level of theory: ωB97M-V with the def2-TZVPD basis set.

Geometry as XYZ:
```
6
C2HBrFN (ωB97M-V with the def2-TZVPD basis set)
C 0.6914 -0.4771 -0.5054
C -0.5031 0.2179 -0.0169
N 1.7127 -0.9662 -0.7515
F -0.2994 1.5589 -0.1990
Br -0.1638 -0.0914 2.0238
H -1.4378 -0.2420 -0.5510
```

Summary:
- E_HOMO: -11.1 eV
- Energy relative to the best compared isomer or geometry (same formula, charge and spin): 5.6 kcal/mol
- HOMO-LUMO gap: 10.4 eV
- Molar mass: 137.939 g/mol